# 1
The following is a quantum chemistry calculation of C5H3N3 in the gas phase, from the OMol25 dataset.

Largest force on an atom = 11.3 eV/Å
E_LUMO = -1.0984 eV
2S+1 = 1
Gap between HOMO and LUMO = 8.7 eV
SMILES = C#Cc1cnnnc1

CARTESIAN COORDINATES (ANGSTROEM)
C: 3.1816 -0.2405 -0.0804
C: 1.9303 0.2382 -0.0007
C: 0.5770 0.0568 -0.0963
C: -0.1995 1.2296 0.2039
N: -1.5292 1.0402 -0.0076
N: -2.1841 -0.1125 -0.1820
N: -1.4756 -1.1704 -0.0775
C: -0.1610 -1.0528 0.2335
H: 4.1706 0.0662 -0.3489
H: -0.1026 2.3941 0.1330
H: 0.2848 -2.1499 0.5256

---

# 2
The following is a quantum chemistry calculation of a 2-piece molecular cluster, C5H8O2 overall, from the OMol25 dataset.

Largest force on an atom = 0.6 eV/Å
E_LUMO = 0.8090 eV
2S+1 = 1
Gap between HOMO and LUMO = 9.6 eV

CARTESIAN COORDINATES (ANGSTROEM)
C: 0.1192 2.5209 -0.0844
C: -0.3156 -0.5300 1.0504
C: -1.3343 -0.9783 0.2072
O: -0.9142 -1.6497 -0.9889
C: -0.1585 -2.0519 0.1357
C: 0.9305 -1.0376 0.3325
O: 1.4396 -0.4751 -0.8315
H: -0.3774 3.4908 0.0061
H: -0.2719 1.9900 -0.9578
H: 1.1957 2.6625 -0.2056
H: -0.0680 1.9282 0.8153
H: -2.3862 -1.1071 0.4478
H: -0.3276 -3.0406 0.5482
H: 1.7563 -1.2731 0.9982
H: 0.7124 -0.4491 -1.4731

---

# 3
The following is a quantum chemistry calculation of C24H26N4S2SiTl as an isolated structure, from the OMol25 dataset.

Charge = +1
Largest force on an atom = 4.7 eV/Å
E_LUMO (alpha / beta) = -5.9980 / -5.9995 eV
2S+1 = 1
Gap between HOMO and LUMO (alpha / beta) = 2.9 / 2.9 eV

CARTESIAN COORDINATES (ANGSTROEM)
C: 0.7920 1.9856 4.1548
C: 1.1666 2.9815 3.2188
C: -0.0090 3.4158 2.5464
H: 2.1734 3.3927 3.1159
C: -1.1118 2.6825 3.0673
C: -0.6129 1.8126 4.0768
H: -1.2165 1.2115 4.7486
H: 1.4431 1.5314 4.8987
H: -0.0835 4.2382 1.8321
H: -2.1649 2.8487 2.8430
Tl: 0.5653 0.6540 1.0219
C: -1.1133 -3.2284 -1.6496
H: -0.7240 -2.2025 -1.3614
H: -1.2181 -3.7365 -0.6662
H: -0.4241 -3.8203 -2.2585
Si: -0.3552 -0.7395 -2.5940
C: 1.3680 -0.7521 -3.2982
C: 2.1041 0.4546 -3.2371
H: 1.7315 1.2974 -2.6301
C: 3.3691 0.5082 -3.8228
H: 3.9309 1.4373 -3.7605
C: 3.8721 -0.6072 -4.5008
H: 4.8458 -0.5410 -4.9904
C: 3.1487 -1.7970 -4.5681
H: 3.5402 -2.6650 -5.0867
C: 1.8904 -1.8819 -3.9632
H: 1.3513 -2.8371 -3.9150
C: -1.4583 0.5617 -3.3541
C: -1.0453 1.1336 -4.5706
H: -0.0523 0.9366 -4.9700
C: -1.8650 2.0097 -5.2834
H: -1.5417 2.3890 -6.2556
C: -3.0727 2.4335 -4.7412
H: -3.7063 3.1576 -5.2658
C: -3.4864 1.9201 -3.5092
H: -4.3949 2.2968 -3.0381
C: -2.7433 0.9270 -2.8619
H: -3.1137 0.4415 -1.9467
H: -2.1183 -3.2304 -2.1283
H: -1.0187 -1.9661 -3.2895
N: -3.2395 0.1855 2.0624
C: -2.5000 -0.6420 2.8395
N: -1.1792 -0.7459 2.7827
C: -0.7013 -1.5659 3.8013
C: -1.7124 -2.1774 4.5335
S: -3.2717 -1.6872 4.0098
C: 0.7068 -1.6132 4.0802
C: 1.2739 -2.3687 5.1134
S: 2.9572 -2.0304 5.3038
C: 2.8031 -0.8596 3.9894
N: 1.6154 -0.7819 3.4098
N: 3.8717 -0.1200 3.6766
H: -4.2169 0.2966 2.3453
H: -2.7528 1.0004 1.6811
H: -1.5424 -2.8569 5.3576
H: 0.7214 -3.0694 5.7448
H: 4.7239 -0.2983 4.2026
H: 3.8005 0.6798 3.0589

---

# 4
The following is a quantum chemistry calculation of C29H26Cl2IrN5O4 as an isolated structure, from the OMol25 dataset.

Charge = +2
Largest force on an atom = 0.3 eV/Å
E_LUMO (alpha / beta) = -6.0085 / -7.4450 eV
2S+1 = 5
Gap between HOMO and LUMO (alpha / beta) = 4.3 / 5.9 eV

CARTESIAN COORDINATES (ANGSTROEM)
Ir: 0.2623 -0.7721 -0.1027
O: 6.3206 -0.4361 -3.2727
C: 6.0934 -0.6927 -2.0071
O: 7.0180 -0.8927 -1.2648
C: 4.6507 -0.6720 -1.5971
C: 4.3853 -0.6079 -0.2344
C: 3.0670 -0.5985 0.1796
N: 2.0854 -0.6343 -0.7434
C: 2.3179 -0.7352 -2.0629
C: 3.6235 -0.7473 -2.5272
C: 1.0776 -0.8612 -2.8631
C: 1.0612 -0.9958 -4.2390
C: -0.1519 -1.1544 -4.8921
C: -1.3188 -1.1799 -4.1466
C: -1.2360 -1.0390 -2.7722
N: -0.0733 -0.8697 -2.1395
C: 2.5695 -0.5750 1.5747
C: 3.4000 -0.5663 2.6793
C: 2.8424 -0.5742 3.9496
C: 1.4645 -0.5907 4.0791
C: 0.6847 -0.6015 2.9355
N: 1.2135 -0.5894 1.7101
H: 5.2129 -0.5848 0.4607
H: 3.8415 -0.8333 -3.5824
H: 1.9855 -0.9925 -4.7988
H: -0.1807 -1.2696 -5.9668
H: -2.2826 -1.3198 -4.6145
H: -2.1132 -1.0752 -2.1395
H: 4.4734 -0.5664 2.5552
H: 3.4794 -0.5760 4.8232
H: 0.9903 -0.6059 5.0499
H: -0.3960 -0.6281 2.9832
Cl: -4.4431 -5.1881 3.3262
C: -3.5978 -3.9318 2.5618
C: -4.1336 -2.6322 2.6189
C: -3.4174 -1.6560 1.9696
Cl: -4.0245 -0.0369 2.0068
C: -2.2002 -1.8879 1.2658
O: -1.6595 -0.8948 0.6519
C: -1.6428 -3.2583 1.2545
C: -0.4462 -3.6695 0.6227
O: 0.4158 -2.9661 -0.0125
C: -2.4016 -4.2350 1.9069
H: -5.0537 -2.4244 3.1401
H: -0.2346 -4.7393 0.6876
H: -2.0615 -5.2618 1.9090
C: -0.7808 4.3936 -0.8004
C: -0.0869 3.0095 -0.8592
N: -0.8839 2.0130 -0.1546
C: -2.2146 1.9248 -0.7516
C: -2.9675 3.2669 -0.5893
N: -2.0115 4.2367 0.0502
C: -1.6359 3.7571 1.4249
C: -0.9963 2.3574 1.2582
H: -1.1084 4.7496 -1.7753
H: -0.1633 5.1606 -0.3369
H: 0.9010 3.0591 -0.4019
H: 0.0384 2.6934 -1.8943
H: -2.7585 1.1167 -0.2681
H: -2.1030 1.6802 -1.8079
H: -3.8325 3.1904 0.0675
H: -3.2828 3.7006 -1.5365
H: -2.4693 5.1430 0.1332
H: -2.5467 3.7391 2.0205
H: -0.9541 4.4934 1.8467
H: -1.6071 1.5965 1.7433
H: -0.0040 2.3384 1.7084